Entry from the OMol25 dataset: a structure of composition C20H16AuNTe (the ωB97M-V functional and the def2-TZVPD basis).

Structure (XYZ):
```
39
Properties=species:S:1:pos:R:3:forces:R:3:mulliken_charge:R:1
Au 0.940 -2.045 1.060 -0.072 0.288 -0.046 0.14
Te 0.422 0.260 2.388 0.215 0.049 -0.484 0.33
C 1.954 1.738 2.574 -0.123 -0.333 -0.029 0.10
C 3.136 1.657 1.850 0.047 -0.109 -0.025 -0.11
C 4.041 2.707 1.888 0.023 -0.020 -0.002 -0.57
C 3.777 3.828 2.661 -0.010 0.004 0.013 -0.41
C 2.608 3.895 3.405 0.021 0.018 0.011 -0.48
C 1.695 2.852 3.362 -0.144 -0.053 0.033 -0.39
C -0.162 0.974 0.464 -0.093 0.055 0.135 0.28
C 0.693 0.850 -0.625 0.087 -0.013 0.012 0.11
C 0.310 1.333 -1.866 -0.046 -0.001 0.017 -0.72
C -0.937 1.923 -2.029 0.001 -0.005 -0.036 -0.42
C -1.797 2.029 -0.948 -0.042 -0.008 -0.009 -0.51
C -1.407 1.563 0.300 -0.037 -0.044 0.157 -0.66
H 3.357 0.776 1.263 -0.015 -0.011 -0.037 0.34
H 4.954 2.641 1.311 0.011 0.020 0.021 0.37
H 4.483 4.648 2.687 0.003 -0.006 0.003 0.37
H 2.398 4.762 4.018 0.016 0.007 -0.008 0.37
H 0.777 2.911 3.934 0.009 0.030 -0.009 0.34
H 1.655 0.367 -0.517 0.029 -0.008 0.027 0.29
H 0.980 1.229 -2.710 0.005 0.026 0.000 0.37
H -1.238 2.294 -3.000 -0.007 -0.016 0.003 0.41
H -2.778 2.470 -1.071 0.017 0.023 0.000 0.41
H -2.077 1.654 1.147 -0.028 0.022 -0.032 0.36
C 0.649 -3.489 -0.431 0.221 0.009 0.211 -1.26
C -0.714 -3.299 -0.985 -0.217 0.024 -0.018 0.34
C -1.770 -4.139 -0.616 0.121 -0.016 0.013 -0.56
C -3.053 -3.933 -1.082 -0.051 0.119 -0.095 -0.64
C -3.320 -2.864 -1.941 0.337 -0.179 0.209 0.49
C -2.272 -2.034 -2.345 -0.152 0.040 -0.041 -0.68
C -0.994 -2.257 -1.879 0.106 -0.093 0.056 -0.08
C -4.657 -2.634 -2.381 -0.329 0.085 -0.134 0.03
N -5.744 -2.456 -2.714 0.070 0.008 -0.009 -0.52
H 1.405 -3.329 -1.201 0.044 0.013 0.055 0.43
H 0.773 -4.490 -0.019 0.025 -0.003 -0.015 0.45
H -1.566 -4.971 0.048 -0.035 0.022 0.027 0.36
H -3.860 -4.593 -0.791 0.008 0.002 0.028 0.44
H -2.480 -1.212 -3.018 0.037 0.001 -0.010 0.48
H -0.183 -1.612 -2.193 -0.050 0.053 0.010 0.42
```
Positions in Å, forces in eV/Å.

charge = 0
HOMO level = -7.83 eV
total energy = -33474.0682 eV
frontier orbital gap = 7.8 eV



Entry from the OMol25 dataset: a structure of composition C20H16BrF10N2PPtSSb (the ωB97M-V functional and the def2-TZVPD basis).

Structure (XYZ):
```
53
Properties=species:S:1:pos:R:3:forces:R:3:mulliken_charge:R:1
Pt 0.260 -0.500 -1.582 0.448 -1.871 -0.100 2.28
F 5.779 3.216 0.508 0.112 0.042 -0.022 -0.15
C 4.646 2.606 0.532 -0.053 0.169 0.366 0.68
C 3.798 2.717 1.631 0.693 -0.021 -0.770 0.22
F 4.129 3.419 2.633 0.001 0.313 0.594 -0.13
C 2.544 2.029 1.632 -0.015 -0.041 0.148 0.54
F 1.813 2.143 2.668 -0.257 0.136 0.538 -0.21
C 2.113 1.243 0.556 0.645 -0.305 -1.849 -0.51
P 0.571 0.307 0.643 -1.292 -0.027 1.829 -0.05
C 0.839 -0.928 1.932 0.903 0.187 -1.258 1.69
C 0.249 -0.803 3.186 -0.681 -0.325 1.170 -0.25
C 0.576 -1.713 4.195 -0.181 0.419 -0.452 -0.76
C 1.531 -2.706 3.986 -0.448 0.019 0.068 -0.57
C 2.127 -2.830 2.736 0.181 0.355 -0.658 -0.81
C 1.815 -1.931 1.726 0.286 -0.188 0.262 -0.89
C -0.794 1.343 1.017 -0.028 -0.245 -0.490 1.05
C -0.754 2.721 0.702 0.160 0.028 0.264 -0.57
C -1.813 3.519 1.053 -0.529 -0.164 0.288 -0.88
C -2.964 2.939 1.635 0.374 0.117 -0.204 -0.48
C -3.029 1.568 1.917 -0.166 0.357 -0.191 -0.98
C -1.975 0.761 1.572 0.569 -0.208 -0.280 -0.58
C 2.987 1.155 -0.517 -1.162 -0.362 0.448 0.22
Br 2.587 0.103 -2.047 -0.156 0.252 -0.089 0.09
C 4.242 1.820 -0.545 0.503 0.334 0.246 0.23
F 5.011 1.701 -1.564 -0.002 -0.106 -0.219 -0.18
H -0.436 -0.006 3.445 -0.061 -0.066 -0.188 0.55
H 0.044 -1.646 5.135 0.208 0.124 0.127 0.50
H 1.792 -3.373 4.797 -0.006 -0.093 -0.050 0.48
H 2.841 -3.614 2.523 0.095 0.039 0.159 0.50
H 2.384 -1.987 0.809 -0.166 -0.134 -0.185 0.32
H 0.121 3.166 0.241 0.012 0.011 -0.019 0.50
H -1.774 4.591 0.912 -0.031 -0.011 -0.165 0.51
H -3.824 3.570 1.823 0.039 -0.002 0.175 0.50
H -3.920 1.148 2.363 -0.006 -0.019 -0.020 0.53
H -2.042 -0.314 1.697 0.003 0.037 0.115 0.72
F -1.462 -1.494 -1.023 -0.087 0.828 -0.352 -0.72
Sb -0.917 -3.450 -1.467 0.240 -0.843 -0.212 2.36
F -2.572 -3.664 -2.233 -0.185 0.021 0.199 -0.46
F -0.361 -2.513 -3.040 0.074 0.333 -0.047 -0.57
F -0.014 -4.967 -1.933 -0.001 -0.028 0.092 -0.42
F 0.756 -2.534 -0.809 0.094 0.547 0.021 -0.65
F -1.261 -3.786 0.308 -0.151 0.051 -0.014 -0.45
C -3.518 0.018 -2.760 0.086 0.007 -0.150 -0.66
N -2.809 -0.478 -3.948 -0.052 -0.094 0.111 -0.21
C -1.575 -0.278 -4.313 -0.001 -0.063 0.107 0.77
N -1.077 -0.719 -5.451 -0.047 0.045 0.029 -0.34
S -0.433 0.783 -3.408 0.103 0.404 0.586 -0.28
H -3.907 -0.835 -2.209 -0.025 0.029 0.025 0.28
H -4.336 0.655 -3.090 -0.025 0.003 0.044 0.36
H -2.832 0.589 -2.141 -0.026 0.029 0.006 0.14
H -3.385 -1.028 -4.582 0.001 -0.024 0.004 0.26
H -1.646 -1.214 -6.131 -0.011 0.078 -0.042 0.25
H -0.124 -0.518 -5.719 0.023 -0.074 0.007 0.22
```
Positions in Å, forces in eV/Å.

⟨S²⟩ = 0.768
spin multiplicity = 2
charge = +4
relative energy (zero: lowest compared OMol25 entry of this formula, charge and spin) = 11.81 kcal per mole
HOMO level (alpha / beta) = -20.74 / -20.70 eV
total energy = -151060.3690 eV
frontier orbital gap (alpha / beta) = 4.8 / 3.8 eV



Entry from the OMol25 dataset: an isolated molecule of C20H16ClN5O (the ωB97M-V functional and the def2-TZVPD basis).

Structure (XYZ):
```
43
Properties=species:S:1:pos:R:3:forces:R:3:mulliken_charge:R:1
C 0.546 5.748 -3.231 -2.214 -0.248 -2.244 -1.38
C 0.124 4.354 -2.941 0.941 -1.618 -0.053 0.96
C -0.594 3.571 -3.848 -1.734 0.465 0.008 -0.48
C -1.034 2.303 -3.511 0.699 -0.347 -0.316 -0.73
C -0.480 1.666 -2.364 -1.682 1.237 -1.453 0.52
C -0.938 0.340 -2.127 -1.650 -3.443 -0.867 0.35
O -1.967 -0.129 -2.621 0.997 0.943 0.495 -0.62
C -0.173 -0.701 -1.351 3.631 -2.244 3.911 0.05
N -0.866 -1.308 -0.286 0.230 0.612 -2.263 -0.53
C -0.318 -2.288 0.395 -1.877 1.317 -1.165 0.46
N -1.332 -3.013 1.082 2.723 -0.952 0.069 -0.31
C -1.782 -2.459 2.249 2.314 1.939 1.049 0.62
C -1.148 -1.397 3.050 -7.368 -3.924 0.146 -0.18
C -2.121 -1.057 3.980 0.447 -2.478 -2.671 -0.44
C -1.787 -0.055 5.020 -1.567 -1.420 1.433 -1.17
N -3.210 -1.916 3.670 0.090 1.242 1.773 0.18
N -2.951 -2.797 2.612 -2.202 1.429 2.464 -0.89
C 1.043 -2.597 0.271 1.241 0.290 0.249 0.31
C 1.784 -3.401 1.103 1.088 -3.089 0.933 -0.52
C 3.120 -3.820 0.893 -2.036 0.144 1.399 -0.88
C 3.759 -3.189 -0.169 0.351 2.157 -0.077 0.64
Cl 5.485 -3.393 -0.150 0.255 -0.147 -0.663 -0.21
C 3.179 -2.151 -0.943 -0.800 -2.902 1.894 -0.90
C 1.766 -1.931 -0.706 0.589 1.523 -2.329 0.91
N 1.142 -1.026 -1.514 -2.279 1.922 -1.282 -0.60
C 0.228 2.378 -1.458 2.469 1.863 -0.356 -0.42
C 0.604 3.723 -1.799 -1.874 -1.676 -0.043 -0.80
H 0.232 6.304 -2.404 -0.117 1.367 1.258 0.39
H -0.006 6.168 -4.154 1.066 -0.666 1.349 0.31
H 1.590 5.764 -3.358 1.314 0.416 -0.238 0.34
H -1.027 4.099 -4.707 0.296 -0.468 0.096 0.24
H -1.740 1.731 -4.142 0.655 0.451 0.417 0.38
H -2.113 -3.026 0.484 -0.939 -0.286 -1.037 0.42
H -0.274 -1.028 2.913 5.556 2.489 -0.760 0.73
H -0.909 0.444 4.697 0.542 0.711 -0.181 0.31
H -1.553 -0.597 5.964 -0.120 0.444 -0.436 0.27
H -2.624 0.597 5.224 0.001 0.521 0.090 0.36
H -4.119 -1.928 4.178 1.367 -0.240 -0.924 0.23
H 1.177 -3.871 1.850 0.155 -0.364 0.734 0.49
H 3.658 -4.544 1.607 -1.023 1.329 -1.382 0.31
H 3.799 -1.739 -1.711 -0.287 0.695 -0.323 0.46
H 0.699 1.859 -0.625 -0.273 0.312 0.132 0.37
H 1.131 4.311 -1.119 1.023 0.695 1.165 0.45
```
Positions in Å, forces in eV/Å.

SMILES = Cc1ccc(C(=O)c2nc(Nc3cc(C)[nH]n3)c3ccc(Cl)cc3n2)cc1
charge = 0
relative energy (zero: lowest compared OMol25 entry of this formula, charge and spin) = 45.63 kcal per mole
HOMO level = -8.44 eV
total energy = -43017.3636 eV
frontier orbital gap = 7.8 eV



Entry from the OMol25 dataset: an isolated molecule of C20H16ClNO4 (the ωB97M-V functional and the def2-TZVPD basis).

Structure (XYZ):
```
42
Properties=species:S:1:pos:R:3:forces:R:3:mulliken_charge:R:1
C 5.964 -0.359 -2.443 0.037 -0.064 0.077 -1.60
C 5.445 -0.776 -1.106 0.373 -0.381 0.278 1.36
C 6.132 -1.630 -0.315 -0.134 0.316 -0.422 -0.48
C 5.658 -2.057 0.986 0.412 -0.418 0.291 0.12
O 6.234 -2.816 1.723 -0.253 0.286 -0.233 -0.63
O 4.452 -1.548 1.399 -0.068 -0.104 0.272 -0.50
C 3.739 -0.694 0.636 -0.456 0.583 -0.574 -0.03
C 2.530 -0.248 1.152 0.067 -0.033 0.006 -0.42
C 1.737 0.631 0.425 0.408 -0.230 -0.079 0.74
O 0.572 0.999 1.014 0.038 -0.068 0.164 -0.34
C -0.307 1.855 0.318 -0.398 0.360 -0.173 -0.98
C -1.548 2.048 1.196 0.349 -0.439 0.040 0.08
C -2.331 0.746 1.401 -0.080 0.349 -0.035 -0.82
C -3.575 1.057 0.595 0.960 0.463 0.299 0.39
C -4.658 0.127 0.353 -0.577 -0.352 -0.181 0.48
C -5.755 0.519 -0.420 0.141 -0.114 0.129 -0.39
C -6.793 -0.355 -0.664 -0.035 -0.077 0.013 -0.70
C -6.744 -1.638 -0.134 0.289 0.136 0.111 0.42
Cl -8.039 -2.738 -0.438 -0.163 -0.133 -0.039 -0.21
C -5.666 -2.046 0.637 -0.234 -0.090 -0.096 -0.85
C -4.629 -1.166 0.877 0.050 0.366 -0.111 -0.26
N -3.579 2.252 0.147 -0.845 -0.509 -0.321 -0.49
O -2.455 2.927 0.506 0.668 0.409 0.189 -0.31
C 2.169 1.065 -0.832 -0.392 0.210 0.064 -0.85
C 3.368 0.620 -1.340 0.196 -0.255 0.239 -1.00
C 4.182 -0.267 -0.630 -0.284 -0.005 0.334 0.70
H 6.920 -0.835 -2.644 0.041 0.000 -0.044 0.37
H 6.096 0.721 -2.478 0.005 0.082 -0.060 0.37
H 5.261 -0.640 -3.226 -0.032 0.020 -0.092 0.37
H 7.081 -2.045 -0.616 0.063 -0.030 -0.015 0.40
H 2.208 -0.585 2.123 -0.044 -0.057 0.144 0.47
H 0.154 2.832 0.128 -0.001 -0.129 -0.014 0.57
H -0.611 1.412 -0.641 0.036 0.042 0.078 0.42
H -1.259 2.532 2.134 -0.052 -0.078 -0.083 0.34
H -1.788 -0.116 1.014 -0.007 -0.061 0.043 0.34
H -2.579 0.565 2.447 0.012 -0.080 -0.007 0.44
H -5.771 1.520 -0.820 -0.056 0.095 -0.073 0.48
H -7.638 -0.052 -1.260 -0.082 0.007 -0.050 0.41
H -5.641 -3.045 1.043 -0.025 -0.087 0.020 0.41
H -3.794 -1.490 1.479 0.102 -0.026 0.062 0.36
H 1.574 1.751 -1.414 -0.073 0.061 -0.039 0.43
H 3.684 0.967 -2.311 0.043 0.034 -0.111 0.40
```
Positions in Å, forces in eV/Å.

SMILES = Cc1cc(=O)oc2cc(OC[C@@H]3CC(c4ccc(Cl)cc4)=NO3)ccc12
charge = 0
HOMO level = -8.67 eV
total energy = -43201.1744 eV
frontier orbital gap = 8.7 eV